1.
DFT (wB97M-V/def2-TZVPD) results for a molecular structure, C2HBr2ClO in a non-equilibrium geometry.

```
7
Properties=species:S:1:pos:R:3:nbo_charge:R:1
C 1.21518 0.50310 -1.40596 0.353
C -1.21677 -0.39343 1.91957 -0.324
O 0.20790 0.89803 -1.91557 -0.487
Cl 1.56419 0.68501 0.27427 -0.012
Br -2.55469 0.62524 1.13589 0.145
Br -1.33530 -2.20035 1.92914 0.171
H 2.11949 -0.11760 -1.93734 0.154
```

Results
E_HOMO ... -8.83 eV
Total charge ... 0
2S+1 ... 1
LUMO ... -1.10 eV
Molecular weight ... 236.290 g mol⁻¹
Strongest force on any atom ... 0.05473 hartree/bohr

***

2.
DFT (wB97M-V/def2-TZVPD) results for a molecular structure, C2HBr2NO in a non-equilibrium geometry.

```
7
Properties=species:S:1:pos:R:3:nbo_charge:R:1
C 0.76126 -1.17151 0.93445 0.887
C -0.01255 1.37186 -0.31213 -0.247
N -0.02738 -1.09185 0.07020 -0.765
O 1.46544 -1.04722 1.83946 -0.506
Br -0.00915 1.17135 -2.12931 0.121
Br -1.72659 1.93273 0.37916 0.069
H -0.45103 -1.16537 -0.78183 0.440
```

Results
E_HOMO ... -9.31 eV
Total charge ... 0
2S+1 ... 1
LUMO ... -1.28 eV
Molecular weight ... 214.844 g mol⁻¹
Strongest force on any atom ... 0.04114 hartree/bohr

***

3.
DFT (wB97M-V/def2-TZVPD) results for 2 unconnected molecules or ions with the total composition C2HBr3N2O in a non-equilibrium geometry.

```
9
Properties=species:S:1:pos:R:3:nbo_charge:R:1
Br -0.58788 2.40851 -0.03855 0.116
C 0.31510 0.74371 0.05857 -0.074
C 1.66014 0.55985 0.20630 0.115
O 1.91283 -0.70223 0.41209 -0.268
N 0.66308 -1.36359 0.32515 0.109
N -0.24077 -0.53061 0.07608 -0.211
H 2.28224 1.29742 0.29914 0.204
Br -2.91114 -0.23064 -1.24385 0.003
Br -3.09361 -2.18242 -0.09493 0.007
```

Results
E_HOMO ... -9.91 eV
Total charge ... 0
2S+1 ... 1
LUMO ... -1.14 eV
SMILES ... Brc1conn1.BrBr
Molecular weight ... 308.755 g mol⁻¹
Strongest force on any atom ... 0.10703 hartree/bohr

***

4.
DFT (wB97M-V/def2-TZVPD) results for a molecular structure, C2HBrCl2O in a non-equilibrium geometry.

```
7
Properties=species:S:1:pos:R:3:nbo_charge:R:1
C -0.22997 -1.05948 -0.16706 0.458
C 0.42377 0.69993 0.10242 -0.460
O 0.56210 -1.92937 -0.49232 -0.499
Cl -1.85575 -1.11742 0.00364 0.093
Cl 0.38473 1.06208 1.82922 0.026
Br -0.76336 1.80980 -0.81685 0.110
H 1.47848 0.53447 -0.45905 0.273
```

Results
E_HOMO ... -9.94 eV
Total charge ... 0
2S+1 ... 1
LUMO ... 0.41 eV
Molecular weight ... 191.839 g mol⁻¹
Strongest force on any atom ... 0.11062 hartree/bohr